Entry 1:
{"formula": "C5H13N2O", "method": "wB97M-V/def2-TZVPD", "species": ["O", "N", "N", "C", "C", "C", "C", "C", "H", "H", "H", "H", "H", "H", "H", "H", "H", "H", "H", "H", "H"], "positions_angstrom": [[0.35093, 1.01678, -2.14268], [0.50947, 2.22898, -0.14181], [-0.83737, -1.15727, -1.00988], [-0.12517, -0.42633, 1.21277], [0.18636, 1.12238, -0.95008], [-0.81480, -1.66879, 1.81605], [-0.65750, 0.08980, -0.14709], [1.38831, -0.64265, 0.98112], [-0.45100, -1.85961, 2.81324], [0.92257, 3.00434, -0.53432], [0.09930, -1.39763, -1.33802], [1.69986, -1.55344, 1.61385], [-0.37204, 0.46193, 1.91539], [1.65629, -0.86911, -0.08271], [0.75099, 2.24563, 0.93393], [-0.43665, -2.64672, 1.43070], [-1.85664, -1.62409, 1.84906], [-1.47556, -1.07194, -1.74743], [1.97946, 0.17886, 1.39066], [-1.21547, -1.93591, -0.39368], [-1.67637, 0.58498, -0.12401]], "atomic_forces_ev_per_a": [[-0.064, -0.043, 0.664], [-0.351, -2.482, 2.773], [0.755, -0.780, 2.466], [-0.164, 1.919, 0.356], [0.142, 1.123, 1.884], [2.307, -0.696, -0.516], [-1.874, -0.194, -0.368], [0.473, -1.835, 1.661], [-0.027, 0.713, 0.701], [1.043, 1.773, -1.643], [-0.212, -0.316, -0.452], [-0.247, 1.285, -1.095], [0.799, -1.468, -0.846], [-0.066, 0.345, 0.915], [-1.127, -0.807, -3.088], [-0.523, 0.637, -0.708], [-1.765, 0.038, -0.033], [-0.874, 0.550, -1.771], [0.044, -0.037, -0.510], [0.762, 0.994, -0.743], [0.970, -0.719, 0.354]], "nbo_charge": [-0.557, -0.836, -0.681, -0.247, 0.669, -0.662, -0.131, -0.639, 0.267, 0.411, 0.450, 0.241, 0.243, 0.201, 0.423, 0.218, 0.230, 0.446, 0.246, 0.453, 0.256], "smiles": "CC(C)[C@H]([NH3+])C(N)=O", "largest_force_ev_per_a": 3.74, "e_homo_ev": -14.508, "relative_energy_kcal_mol": 34.0, "charge": 1, "energy_ha": -382.8074, "homo_lumo_gap_ev": 11.20}

***

Entry 2:
{"formula": "C23H27FN2O3", "method": "wB97M-V/def2-TZVPD", "species": ["F", "O", "O", "O", "N", "N", "C", "C", "C", "C", "C", "C", "C", "C", "C", "C", "C", "C", "C", "C", "C", "C", "C", "C", "C", "C", "C", "C", "C", "H", "H", "H", "H", "H", "H", "H", "H", "H", "H", "H", "H", "H", "H", "H", "H", "H", "H", "H", "H", "H", "H", "H", "H", "H", "H", "H"], "positions_angstrom": [[7.50507, 2.06962, 2.39738], [-0.66772, -2.22407, -0.02484], [-3.10743, 2.13791, -0.72277], [-2.66361, -3.88547, 1.23898], [-4.81604, 2.09804, 0.75143], [3.07675, -0.72871, -1.07099], [-3.78335, 1.52383, 0.08111], [1.05657, -0.51344, 0.28235], [1.28806, -2.36158, -1.35359], [5.10533, 0.52634, -0.55957], [4.23761, -0.06497, -1.63783], [-6.63154, 3.79692, 0.40696], [-3.52841, 0.09164, 0.40421], [-5.70534, 3.89893, -0.76535], [0.29046, -1.41556, -0.68724], [2.38738, -1.55801, -2.04000], [5.37454, -0.21410, 0.58638], [-2.26767, -0.39949, 0.07563], [2.16023, 0.22220, -0.46803], [-4.45595, -0.77195, 0.97182], [6.46785, 2.32056, 0.29716], [6.17748, 0.29788, 1.58749], [6.71595, 1.56191, 1.42493], [-2.82996, -2.57593, 0.91387], [-5.17918, 3.46661, 0.57093], [-4.09664, -2.08051, 1.21831], [-1.89132, -1.71227, 0.31014], [-1.42652, -4.54294, 1.07654], [5.65539, 1.79375, -0.69205], [-1.58798, -5.54611, 1.47173], [1.50006, -1.13779, 1.05959], [0.77531, -2.99185, -2.08121], [-5.28266, 1.58199, 1.47978], [1.70780, 0.88209, -1.23205], [1.72663, -3.00205, -0.58785], [-4.79830, -2.77206, 1.65775], [-4.55200, 4.16727, 1.11545], [4.93523, -1.19407, 0.68583], [-7.33552, 2.97845, 0.42397], [2.72469, 0.84691, 0.22781], [6.39189, -0.26468, 2.48245], [-5.46189, -0.45562, 1.20263], [-7.00378, 4.70374, 0.85803], [-0.63157, -4.05232, 1.64138], [5.44996, 2.37859, -1.57673], [-5.77295, 3.14691, -1.53488], [-1.13561, -4.60698, 0.02649], [-1.59092, 0.30212, -0.38451], [6.90178, 3.30354, 0.20424], [0.38830, 0.20547, 0.75734], [3.95199, 0.71914, -2.36214], [-0.19968, -0.81019, -1.46257], [3.11251, -2.24360, -2.48600], [4.82021, -0.81946, -2.17806], [-5.42637, 4.87454, -1.12942], [1.94492, -0.95115, -2.85240]], "atomic_forces_ev_per_a": [[-0.070, -0.042, -0.073], [-0.262, -0.106, 0.100], [0.154, 0.094, -0.076], [-0.241, 0.318, -0.081], [-0.414, -0.013, 0.092], [0.036, 0.050, -0.154], [-0.104, 0.017, 0.081], [-0.230, 0.063, -0.234], [-0.262, 0.248, -0.089], [0.031, 0.085, -0.060], [0.009, -0.109, -0.036], [-0.143, 0.033, 0.089], [0.196, -0.382, -0.059], [0.072, -0.030, 0.023], [0.473, 0.110, -0.037], [-0.042, -0.243, 0.075], [0.044, 0.123, -0.087], [-0.035, 0.089, -0.015], [-0.089, -0.033, 0.280], [0.158, 0.142, -0.063], [0.159, 0.005, 0.250], [0.140, 0.151, 0.089], [-0.056, 0.009, -0.111], [-0.155, 0.092, 0.050], [0.170, 0.165, -0.087], [0.207, -0.118, -0.016], [-0.062, -0.089, 0.065], [0.391, -0.361, -0.005], [-0.053, -0.191, 0.042], [0.034, 0.067, -0.027], [-0.008, -0.024, 0.044], [-0.033, -0.027, -0.004], [0.151, 0.031, -0.068], [0.076, 0.026, 0.008], [0.025, -0.053, 0.029], [-0.066, -0.092, 0.040], [-0.110, 0.040, -0.110], [-0.055, -0.116, 0.043], [-0.006, -0.108, -0.020], [-0.095, 0.036, -0.071], [0.038, -0.039, 0.099], [-0.100, 0.032, 0.017], [0.041, 0.074, 0.047], [-0.050, -0.054, -0.043], [-0.046, 0.061, -0.091], [0.018, -0.127, 0.012], [-0.015, -0.013, 0.108], [0.090, 0.018, -0.047], [0.054, 0.097, 0.025], [-0.006, 0.003, 0.037], [0.046, -0.060, 0.017], [0.024, -0.053, 0.068], [-0.044, 0.069, -0.050], [-0.093, 0.061, -0.062], [0.042, 0.097, 0.055], [0.065, -0.023, -0.009]], "nbo_charge": [-0.327, -0.527, -0.623, -0.494, -0.614, -0.441, 0.672, -0.435, -0.404, -0.057, -0.229, -0.425, -0.160, -0.402, 0.100, -0.216, -0.181, -0.257, -0.227, -0.195, -0.282, -0.279, 0.396, 0.268, -0.064, -0.247, 0.298, -0.239, -0.182, 0.188, 0.213, 0.215, 0.396, 0.165, 0.210, 0.226, 0.203, 0.229, 0.214, 0.219, 0.229, 0.205, 0.217, 0.182, 0.213, 0.226, 0.184, 0.242, 0.229, 0.221, 0.172, 0.179, 0.205, 0.209, 0.219, 0.162], "smiles": "COc1ccc(C(=O)NC2CC2)cc1OC1CCN(Cc2ccc(F)cc2)CC1", "largest_force_ev_per_a": 0.53, "e_homo_ev": -8.179, "relative_energy_kcal_mol": 55.4, "energy_ha": -1327.7023, "homo_lumo_gap_ev": 8.96}

***

Entry 3:
{"formula": "C6H8N2", "method": "wB97M-V/def2-TZVPD", "species": ["N", "N", "C", "C", "C", "C", "C", "C", "H", "H", "H", "H", "H", "H", "H", "H"], "positions_angstrom": [[1.28442, -0.18904, 0.07368], [1.71488, 0.83766, -0.58286], [2.09559, -1.38998, 0.14533], [0.70147, 1.77716, -0.54140], [-1.27619, 0.45316, 0.69514], [0.13443, -0.04244, 0.73940], [-2.27352, -0.20247, -0.35465], [-0.37242, 1.44280, 0.23983], [3.20426, -1.01744, 0.26567], [-2.20894, -1.23706, -0.19416], [-2.02985, 0.07308, -1.38710], [0.75400, 2.75395, -1.01886], [1.68687, -1.90249, 0.96468], [1.84530, -2.06192, -0.62854], [-3.46227, 0.05522, -0.08914], [-1.79804, 0.64980, 1.67300]], "atomic_forces_ev_per_a": [[-2.136, -0.280, 0.964], [0.063, 2.695, -1.542], [1.879, 1.855, 0.736], [0.430, -0.651, 0.087], [-3.179, -0.832, -0.552], [-0.493, 2.893, -0.537], [-2.487, 2.199, 1.658], [2.806, -2.562, 0.980], [-2.204, -1.343, -0.407], [0.123, -1.583, -0.085], [-0.086, -0.066, 0.363], [0.571, -0.469, -0.116], [0.255, -0.619, 1.686], [0.436, -0.307, -1.642], [3.219, -0.347, -0.815], [0.804, -0.585, -0.777]], "nbo_charge": [-0.124, -0.287, -0.393, -0.091, -0.181, 0.040, -0.616, -0.099, 0.234, 0.213, 0.221, 0.223, 0.217, 0.213, 0.205, 0.227], "smiles": "C[C@@H]1c2cnn(C)c21", "largest_force_ev_per_a": 3.92, "e_homo_ev": -8.276, "relative_energy_kcal_mol": 135.0, "energy_ha": -342.7188, "homo_lumo_gap_ev": 9.07}

***

Entry 4:
{"formula": "C14H24LiN2O6", "method": "wB97M-V/def2-TZVPD", "species": ["O", "O", "O", "O", "O", "O", "N", "N", "C", "C", "C", "C", "C", "C", "C", "C", "C", "C", "C", "C", "C", "C", "Li", "H", "H", "H", "H", "H", "H", "H", "H", "H", "H", "H", "H", "H", "H", "H", "H", "H", "H", "H", "H", "H", "H", "H", "H"], "positions_angstrom": [[-11.62447, -9.27113, -13.90516], [-18.03972, -5.10007, -13.06603], [-13.95112, -10.62945, -13.80281], [-13.64226, -5.83783, -11.42762], [-16.03578, -6.96819, -11.82302], [-19.40233, -8.09265, -10.23122], [-16.25345, -3.42052, -11.69811], [-18.03097, -5.93113, -9.47773], [-19.95864, -6.86116, -10.61680], [-17.61956, -3.86355, -13.63118], [-19.51642, -5.80069, -9.63229], [-19.86587, -4.38057, -10.08775], [-12.51522, -7.50664, -12.59604], [-16.93545, -1.50649, -13.14616], [-13.67099, -6.92404, -12.05070], [-15.11237, -8.82120, -12.88541], [-18.33508, -6.06006, -14.05972], [-17.32141, -2.85384, -12.53678], [-13.94360, -9.47487, -13.38845], [-19.02457, -8.90292, -11.33656], [-15.02283, -7.58322, -12.27570], [-12.56558, -8.71281, -13.33372], [-17.09395, -5.30396, -11.31078], [-19.23626, -5.75487, -14.60185], [-17.75568, -1.12100, -13.75934], [-17.49173, -6.25076, -14.72711], [-19.54276, -6.57730, -11.59484], [-15.36369, -3.44390, -12.18374], [-18.01627, -8.63068, -11.66949], [-16.75102, -0.79774, -12.33689], [-16.03979, -1.53581, -13.76791], [-11.60469, -6.92105, -12.63257], [-18.41594, -3.44629, -14.26527], [-19.23784, -3.63513, -9.60164], [-20.02719, -5.97384, -8.67424], [-20.89710, -4.16149, -9.79749], [-16.74764, -4.07021, -14.26337], [-18.95928, -9.93683, -10.99396], [-17.93074, -6.87955, -9.11485], [-16.08677, -9.29464, -12.93274], [-19.81557, -4.31985, -11.17635], [-16.16446, -2.90549, -10.83137], [-17.83060, -5.37729, -8.64398], [-19.77321, -8.86264, -12.13243], [-21.04811, -6.91967, -10.73999], [-18.51983, -7.00715, -13.55644], [-18.23759, -2.69521, -11.96534]], "atomic_forces_ev_per_a": [[0.166, 0.285, -0.067], [-0.051, 0.714, 0.129], [-0.022, -0.125, -0.277], [-0.416, 0.301, 0.093], [-1.165, 0.793, 0.256], [-0.537, -0.197, 0.220], [-1.118, 0.036, 0.424], [-1.256, 0.238, 0.802], [0.606, 0.162, -0.694], [-0.394, -0.112, -0.220], [0.232, 0.371, 0.390], [-0.665, -0.574, 0.018], [-0.475, -0.238, -0.525], [-0.382, 0.214, 0.024], [1.060, 0.628, -0.180], [0.406, 0.636, -0.019], [-0.100, -0.573, 0.202], [1.030, -0.038, -0.632], [-0.037, -0.234, 0.408], [0.436, -0.440, 0.225], [-0.463, -0.467, 0.187], [-0.208, -0.433, 0.079], [1.227, -1.328, -0.127], [0.115, -0.008, -0.190], [0.064, 0.084, 0.025], [0.035, 0.288, -0.040], [-0.080, 0.026, 0.046], [0.101, -0.262, 0.158], [-0.189, 0.261, -0.269], [-0.005, 0.063, -0.063], [0.029, -0.263, 0.038], [0.092, -0.063, 0.278], [0.025, -0.167, -0.077], [0.146, -0.004, -0.120], [0.157, -0.121, 0.003], [0.015, 0.070, -0.099], [0.121, 0.246, 0.074], [-0.141, 0.063, 0.120], [0.555, -0.124, -0.640], [0.053, -0.187, -0.127], [0.244, 0.246, 0.027], [0.307, 0.072, -0.086], [0.339, 0.196, -0.280], [0.082, 0.096, -0.085], [-0.026, 0.028, 0.221], [-0.020, 0.060, 0.080], [0.107, -0.217, 0.290]], "nbo_charge": [-0.658, -0.583, -0.633, -0.732, -0.854, -0.560, -0.873, -0.849, -0.069, -0.066, -0.072, -0.629, -0.551, -0.618, 0.397, -0.543, -0.254, -0.081, 0.452, -0.271, 0.403, 0.413, 0.862, 0.158, 0.204, 0.202, 0.174, 0.404, 0.231, 0.210, 0.214, 0.192, 0.167, 0.209, 0.169, 0.212, 0.191, 0.191, 0.397, 0.176, 0.215, 0.369, 0.354, 0.156, 0.169, 0.214, 0.192], "largest_force_ev_per_a": 1.81, "e_homo_ev": -2.635, "relative_energy_kcal_mol": 0.0, "charge": -1, "energy_ha": -1116.4110, "homo_lumo_gap_ev": 4.32}